1.
A structure of composition C15H5BCl52INO4, computed with ωB97M-V/def2-TZVPD.

XYZ file:
```
79
Properties=species:S:1:pos:R:3:forces:R:3:lowdin_charge:R:1
C -1.184 2.356 -0.491 0.1 0.0 0.2 -0.0656
O -0.933 1.219 0.347 0.2 0.0 -0.6 -0.0194
B 0.359 0.773 0.420 0.6 0.4 0.5 -0.7628
O 1.295 1.444 1.183 -0.6 -0.3 0.1 0.1488
N 0.777 -0.475 -0.302 -0.9 0.2 -0.1 0.1803
C 1.050 -0.361 -1.648 -0.1 -0.7 -0.3 -0.8151
O 0.812 -1.208 -2.475 0.0 0.4 0.2 0.0224
O 1.652 0.828 -1.926 -0.3 0.4 -0.1 -0.5920
I 1.225 1.524 -3.752 0.3 -0.1 0.2 1.0610
H -0.935 2.124 -1.534 -0.1 0.0 0.1 0.0501
H -0.575 3.205 -0.163 -0.2 0.0 0.0 0.1067
H -2.245 2.594 -0.419 0.1 0.0 0.0 0.0410
H 1.450 0.988 2.024 0.4 0.2 -0.2 0.0540
H 0.079 -1.209 -0.210 0.3 -0.2 0.1 0.1143
C 3.990 1.162 4.510 0.1 0.0 0.0 -2.0259
Cl 5.131 -0.099 4.040 0.0 0.1 0.1 0.5175
Cl 3.988 2.443 3.300 0.0 0.0 0.0 0.5633
Cl 2.373 0.444 4.607 0.0 0.0 0.0 0.4885
Cl 4.425 1.812 6.088 0.0 0.2 -0.1 0.5177
C 5.264 -1.708 -0.130 0.0 0.0 0.0 -2.0230
Cl 5.698 -2.210 1.513 0.1 -0.2 -0.1 0.4933
Cl 3.572 -1.214 -0.142 0.2 -0.1 0.1 0.6327
Cl 6.282 -0.348 -0.614 0.0 0.0 0.0 0.5200
Cl 5.507 -3.063 -1.236 -0.1 0.0 0.0 0.5161
C -4.309 -0.786 -0.836 0.0 0.0 0.1 -1.9955
Cl -4.995 -1.992 0.258 0.1 -0.1 0.0 0.5003
Cl -5.157 -0.862 -2.377 0.2 -0.1 -0.1 0.5080
Cl -4.509 0.829 -0.144 -0.1 -0.1 0.2 0.5283
Cl -2.590 -1.103 -1.068 -0.1 -0.1 -0.2 0.6036
C -5.324 3.324 -3.872 0.0 0.0 0.0 -2.0380
Cl -3.955 2.896 -2.837 0.0 0.0 -0.1 0.5176
Cl -6.672 3.844 -2.858 0.1 0.1 0.0 0.5100
Cl -4.861 4.638 -4.957 0.0 0.0 0.0 0.5348
Cl -5.800 1.919 -4.829 0.0 0.0 0.0 0.5168
C -9.514 1.003 -2.398 0.0 0.0 0.1 -2.0286
Cl -10.444 1.680 -1.057 0.0 0.0 0.0 0.5342
Cl -7.838 0.757 -1.896 -0.2 0.0 0.1 0.4560
Cl -10.200 -0.551 -2.870 -0.1 0.1 0.0 0.5164
Cl -9.561 2.116 -3.772 -0.1 -0.1 0.0 0.5179
C -7.367 -0.689 3.312 0.1 0.0 0.0 -2.0516
Cl -8.332 0.350 4.363 0.0 0.0 0.0 0.5341
Cl -7.954 -2.352 3.422 0.0 0.0 0.0 0.5299
Cl -7.494 -0.134 1.644 -0.2 0.1 0.0 0.4857
Cl -5.673 -0.631 3.819 0.0 0.0 0.0 0.4980
C 5.859 -1.065 -5.171 0.0 0.0 0.1 -2.0256
Cl 6.554 -2.681 -4.990 -0.2 0.0 -0.2 0.4982
Cl 7.037 0.132 -4.620 -0.1 -0.1 0.1 0.5019
Cl 5.471 -0.787 -6.873 0.0 0.0 0.0 0.5242
Cl 4.385 -0.927 -4.215 0.0 -0.1 0.1 0.5205
C -8.611 -4.289 -2.934 0.0 0.0 0.0 -2.0557
Cl -7.667 -5.707 -3.396 0.0 0.0 0.0 0.5325
Cl -8.874 -3.267 -4.351 0.1 -0.1 -0.1 0.5027
Cl -10.174 -4.802 -2.288 0.0 0.0 0.0 0.5253
Cl -7.738 -3.372 -1.704 0.0 0.0 0.0 0.4963
C -1.470 2.747 5.137 -0.1 0.0 0.0 -2.0503
Cl 0.115 3.423 4.767 0.0 0.0 0.0 0.5280
Cl -2.262 2.246 3.640 0.0 0.0 -0.1 0.5330
Cl -1.294 1.333 6.183 0.0 0.2 0.2 0.4989
Cl -2.456 3.965 5.955 0.0 0.0 0.0 0.5315
C 9.869 -3.103 -1.547 0.0 0.1 -0.1 -2.0435
Cl 10.427 -4.778 -1.504 0.0 0.0 0.0 0.5309
Cl 11.264 -2.017 -1.528 0.0 0.0 0.0 0.5272
Cl 8.917 -2.822 -3.008 0.2 0.0 0.1 0.4778
Cl 8.843 -2.775 -0.153 0.1 -0.1 0.2 0.5034
C 4.268 -0.610 9.395 0.0 0.0 0.0 -2.0574
Cl 4.871 -1.044 7.797 0.0 -0.2 0.1 0.5020
Cl 4.522 1.119 9.673 0.0 0.0 0.0 0.5115
Cl 2.541 -0.969 9.488 0.0 0.0 0.0 0.5232
Cl 5.130 -1.531 10.629 0.0 0.0 0.0 0.5285
C -1.501 -2.333 3.903 0.0 0.0 -0.1 -2.0283
Cl -0.759 -3.931 3.891 0.0 0.0 0.0 0.5517
Cl -0.256 -1.104 4.169 0.0 -0.2 -0.1 0.4723
Cl -2.279 -2.026 2.349 0.0 0.0 0.0 0.5149
Cl -2.697 -2.238 5.197 0.0 0.0 0.0 0.5291
C 8.289 3.587 -7.586 0.0 0.0 0.0 -2.0585
Cl 7.248 2.243 -7.115 0.0 0.1 -0.1 0.4868
Cl 7.947 4.051 -9.257 0.0 0.0 0.0 0.5208
Cl 7.991 4.965 -6.521 0.0 0.0 0.0 0.5212
Cl 9.980 3.094 -7.449 0.0 0.0 0.0 0.5230
```
Positions in Å, forces in eV/Å.

Summary:
Spin multiplicity: 1
Lowest unoccupied orbital energy, eV: -1.29
Gap between HOMO and LUMO, eV: 8.79
Strongest force on any atom, eV/A: 0.9
Total energy, Eh: -25182.75673
E_HOMO, eV: -10.083

2.
A cluster of 15 separate species, C15H60N30O15 in total at a distorted geometry, computed with ωB97M-V/def2-TZVPD.

XYZ file:
```
120
Properties=species:S:1:pos:R:3:forces:R:3:lowdin_charge:R:1
C 9.024 -8.083 -14.301 -0.2 -0.4 -0.6 -0.6993
O 9.301 -7.150 -15.029 0.0 0.6 -0.3 0.0256
N 8.053 -9.002 -14.630 -0.8 -0.7 -1.8 0.1575
N 9.586 -8.292 -13.100 1.0 2.5 0.4 0.1873
H 7.846 -8.999 -15.639 0.0 0.4 0.7 0.1158
H 8.182 -9.974 -14.383 0.2 0.2 0.6 0.0500
H 10.418 -7.707 -12.979 -0.4 -0.2 0.0 0.0675
H 9.726 -9.207 -12.815 0.0 -2.3 0.8 0.0399
C 11.513 -13.270 -8.062 0.8 3.1 -0.3 -0.7095
O 12.741 -13.177 -8.208 1.0 -0.6 0.3 -0.0353
N 10.834 -12.239 -7.613 0.0 2.9 1.2 0.2008
N 10.746 -14.249 -8.451 -0.5 -2.4 -0.4 0.2110
H 11.126 -11.297 -7.866 0.4 -0.1 0.4 0.0862
H 9.862 -12.314 -7.510 -1.4 -0.1 -0.1 0.0734
H 11.326 -14.853 -8.990 -0.9 -1.1 -0.7 0.0580
H 9.828 -13.968 -8.746 -0.2 -0.2 -0.3 0.0766
C 5.214 -10.450 -12.456 -2.3 -1.0 0.1 -0.6796
O 4.563 -11.354 -13.003 0.6 -0.1 -0.9 -0.0312
N 5.123 -9.189 -12.963 1.1 1.1 0.2 0.1623
N 5.787 -10.798 -11.268 0.2 0.3 -1.0 0.1679
H 4.747 -9.120 -13.904 0.1 -0.4 0.4 0.1087
H 5.862 -8.504 -12.812 -0.2 -0.5 0.2 0.0964
H 5.566 -11.780 -11.121 0.3 0.6 0.6 0.1033
H 5.963 -10.153 -10.531 0.2 0.1 0.4 0.1006
C 7.697 -13.377 -9.950 0.5 1.9 1.4 -0.7181
O 8.038 -12.520 -9.115 0.0 -0.4 0.3 -0.0232
N 7.237 -14.568 -9.550 0.0 -1.0 0.5 0.1776
N 7.791 -13.077 -11.255 -0.5 -0.3 0.2 0.1837
H 7.101 -15.263 -10.271 0.2 -0.3 0.2 0.0841
H 7.660 -14.810 -8.651 -0.7 -0.3 -0.5 0.1171
H 8.303 -12.209 -11.267 0.3 0.1 -1.1 0.0798
H 8.094 -13.877 -11.772 0.3 -0.2 -1.1 0.0693
C 12.566 -8.307 -13.891 -1.2 1.3 -3.4 -0.7479
O 12.349 -7.361 -13.182 -0.8 2.4 1.9 0.0135
N 13.253 -9.315 -13.471 2.1 -2.7 1.9 0.2043
N 12.203 -8.384 -15.216 -0.7 -2.0 -0.7 0.1770
H 13.687 -9.963 -14.097 -0.1 -0.2 0.1 0.0777
H 13.574 -9.190 -12.522 0.2 -0.6 -0.1 0.0971
H 11.448 -7.806 -15.567 0.1 0.4 0.5 0.0832
H 12.065 -9.386 -15.527 0.6 1.5 0.1 0.0756
C 9.007 -15.373 -15.747 -0.4 -0.2 1.0 -0.6311
O 9.691 -14.642 -15.017 0.9 0.1 -0.3 -0.0506
N 9.516 -16.029 -16.818 -0.5 -0.3 -0.7 0.1838
N 7.697 -15.567 -15.400 -0.2 0.5 0.6 0.1678
H 10.518 -16.144 -16.915 0.3 0.1 0.2 0.0578
H 8.965 -16.566 -17.491 0.1 0.5 0.8 0.1189
H 7.415 -15.207 -14.455 0.7 -0.6 -1.5 0.1245
H 7.288 -16.435 -15.681 -0.3 -0.2 0.0 0.0914
C 14.718 -12.651 -13.668 0.6 1.1 1.5 -0.7153
O 14.144 -13.560 -13.078 -0.4 -1.7 0.6 -0.0435
N 14.539 -12.414 -14.935 -0.9 -0.5 -2.8 0.2040
N 15.499 -11.813 -12.983 0.3 -0.3 -0.3 0.1974
H 14.658 -11.502 -15.341 0.0 -0.1 -0.2 0.0999
H 13.768 -12.968 -15.296 0.1 0.4 -0.5 0.0830
H 15.930 -11.030 -13.435 0.1 0.2 0.4 0.1123
H 15.302 -11.891 -12.012 0.6 0.8 1.0 0.0602
C 13.208 -15.836 -9.902 -1.4 0.0 0.8 -0.7696
O 12.851 -16.724 -10.634 -0.2 -2.7 -2.2 0.0054
N 13.614 -14.685 -10.348 1.7 2.0 -2.9 0.2023
N 12.946 -15.886 -8.608 0.2 -1.2 2.6 0.1547
H 13.872 -14.690 -11.335 -0.1 0.3 0.4 0.0904
H 14.021 -13.980 -9.780 0.0 0.3 0.6 0.0847
H 12.544 -16.760 -8.284 0.1 0.6 0.0 0.1307
H 12.916 -15.023 -8.073 0.5 -0.4 0.1 0.0701
C 13.170 -16.034 -16.077 -0.1 1.4 0.9 -0.7638
O 12.445 -16.641 -16.792 -2.4 -2.6 -3.1 0.0474
N 14.478 -16.224 -16.084 2.5 -0.3 0.1 0.1845
N 12.668 -15.090 -15.298 0.8 1.7 1.9 0.1921
H 15.203 -15.696 -15.601 -0.7 -0.2 -0.2 0.1193
H 14.736 -16.839 -16.825 0.6 -0.3 -0.1 0.1072
H 11.670 -14.995 -15.215 -0.4 0.0 0.0 0.0570
H 13.253 -14.881 -14.503 -0.3 0.5 0.5 0.0691
C 15.730 -10.419 -9.290 -0.2 -0.2 -0.7 -0.6832
O 15.313 -10.661 -10.430 -0.2 -0.2 0.1 -0.0311
N 15.323 -11.112 -8.228 -0.6 -0.8 1.2 0.2020
N 16.591 -9.390 -9.122 -0.4 -0.3 -0.1 0.1801
H 14.543 -11.739 -8.295 -0.4 -0.2 -0.5 0.0748
H 15.715 -11.150 -7.306 0.5 0.7 -0.1 0.1145
H 16.990 -9.209 -8.234 0.6 0.2 0.5 0.0956
H 17.087 -9.265 -9.971 0.7 0.7 -0.3 0.1033
C 7.042 -12.141 -15.698 -2.2 2.1 -0.6 -0.6688
O 7.761 -12.083 -16.669 1.4 -1.1 -1.4 0.0027
N 5.671 -11.889 -15.942 1.7 -0.7 0.0 0.1569
N 7.488 -12.149 -14.443 -1.9 -0.2 0.6 0.1970
H 5.538 -12.163 -16.912 -0.7 0.3 0.5 0.0989
H 4.978 -12.041 -15.230 -0.2 -0.2 0.1 0.0616
H 6.894 -11.704 -13.764 0.0 -0.4 0.4 0.0751
H 8.448 -12.197 -14.287 1.8 0.0 0.4 0.0444
C 9.613 -16.275 -11.698 -4.1 -0.6 2.1 -0.6548
O 8.423 -16.091 -12.022 0.2 0.1 0.2 -0.0349
N 9.883 -16.939 -10.482 0.0 0.6 -1.0 0.1588
N 10.592 -15.765 -12.378 2.8 -0.7 0.1 0.2160
H 9.058 -17.366 -10.103 -0.3 -0.1 -0.1 0.0914
H 10.653 -17.571 -10.538 0.8 -0.2 0.3 0.0691
H 10.368 -15.622 -13.336 0.0 0.5 -0.9 0.0651
H 11.450 -16.249 -12.109 0.6 0.7 -0.5 0.0916
C 11.718 -11.593 -17.339 -1.9 0.0 1.1 -0.7038
O 12.558 -10.987 -16.695 1.0 1.0 0.5 -0.0063
N 12.036 -12.499 -18.244 0.4 -1.7 -1.5 0.1749
N 10.384 -11.412 -17.149 0.7 1.2 0.5 0.1840
H 11.362 -13.242 -18.371 0.3 0.0 -0.3 0.1116
H 13.006 -12.740 -18.243 0.3 -0.4 -0.1 0.1034
H 9.597 -12.031 -17.270 0.0 -0.2 -0.2 0.0624
H 10.261 -10.678 -16.475 -0.6 0.0 0.2 0.0872
C 10.917 -11.970 -12.453 0.3 1.4 2.7 -0.6722
O 9.848 -11.448 -12.738 -1.7 0.7 -0.1 -0.0196
N 11.507 -11.757 -11.220 0.4 -0.8 -1.5 0.2178
N 11.527 -12.731 -13.331 1.3 -1.8 -1.4 0.2046
H 12.383 -12.229 -11.082 0.0 0.0 0.5 0.0743
H 11.088 -11.224 -10.482 -0.2 0.3 0.0 0.0807
H 10.837 -13.126 -13.952 0.3 -0.1 -0.5 0.0698
H 12.420 -13.244 -13.192 -1.0 0.6 0.3 0.0615
C 11.827 -8.576 -9.613 -1.2 -3.0 1.3 -0.7489
O 11.266 -9.325 -8.819 -0.7 -0.6 1.1 -0.0003
N 11.216 -7.639 -10.264 -2.1 3.9 -1.6 0.1920
N 13.061 -8.831 -10.005 1.5 -1.4 -0.4 0.1884
H 10.337 -7.201 -9.954 0.9 -0.9 -0.1 0.1411
H 11.630 -7.263 -11.111 0.0 0.0 0.1 0.0794
H 13.580 -8.038 -10.204 1.7 1.2 -0.7 0.0887
H 13.498 -9.705 -9.737 -0.1 0.6 0.0 0.0764
```
Positions in Å, forces in eV/Å.

Summary:
Spin multiplicity: 1
Lowest unoccupied orbital energy, eV: 0.18
Gap between HOMO and LUMO, eV: 9.44
ΔE to the lowest compared entry with this formula, charge and spin, kcal/mol: 27.8
Strongest force on any atom, eV/A: 4.7
Total energy, Eh: -3379.51720
E_HOMO, eV: -9.269

3.
A cluster of 15 separate species, C15H60N30O15 in total at a distorted geometry, computed with ωB97M-V/def2-TZVPD.

XYZ file:
```
120
Properties=species:S:1:pos:R:3:forces:R:3:lowdin_charge:R:1
C 12.708 20.673 -7.491 -1.2 0.3 1.5 -0.7917
O 13.811 20.323 -7.793 4.5 -1.0 -2.2 -0.0198
N 12.290 20.421 -6.275 -1.1 -0.9 2.6 0.2044
N 11.848 21.284 -8.230 -2.0 1.7 -1.9 0.2400
H 13.005 20.105 -5.635 -0.3 0.1 0.4 0.1022
H 11.383 20.792 -6.029 0.2 0.1 0.8 0.0797
H 11.959 21.427 -9.223 0.0 -0.2 -0.1 0.0876
H 10.971 21.508 -7.782 -0.1 0.2 -0.3 0.0738
C 9.471 23.193 -6.399 1.4 -1.8 0.3 -0.7644
O 10.358 22.423 -6.048 1.8 -1.2 1.2 -0.0362
N 8.328 23.213 -5.814 -2.1 0.9 0.4 0.2112
N 9.645 23.890 -7.464 0.5 2.9 -3.8 0.2060
H 7.593 23.621 -6.373 -0.5 -0.3 1.0 0.1268
H 8.333 22.518 -5.081 -1.4 -0.3 0.6 0.0501
H 8.923 24.493 -7.832 0.3 0.0 0.1 0.1248
H 10.573 23.967 -7.855 -0.1 0.0 -0.1 0.1054
C 14.612 24.508 -6.712 -2.3 -0.2 4.5 -0.7913
O 14.386 24.879 -5.568 0.1 1.2 0.9 0.0177
N 15.703 24.707 -7.330 5.5 1.2 -2.9 0.1840
N 13.786 23.760 -7.353 -3.4 -3.6 -3.1 0.2002
H 16.465 25.174 -6.859 -0.2 -0.1 -0.2 0.1301
H 15.894 24.121 -8.130 0.3 0.5 0.1 0.1148
H 12.984 23.269 -6.982 0.1 0.7 0.6 0.0904
H 14.073 23.285 -8.197 -0.1 0.4 -0.2 0.0961
C 13.446 18.874 -1.307 -0.8 1.6 -0.3 -0.8042
O 12.967 19.362 -0.320 -1.1 0.3 2.3 0.0443
N 13.405 17.629 -1.670 0.2 -4.1 -0.3 0.1611
N 13.905 19.634 -2.281 1.1 2.2 -1.1 0.1724
H 13.933 17.458 -2.514 -0.7 -1.0 0.2 0.1005
H 12.774 16.996 -1.200 0.6 -0.2 -0.3 0.1177
H 14.534 19.311 -3.003 -0.3 0.3 0.0 0.0574
H 13.785 20.600 -2.013 0.8 0.7 -0.7 0.0635
C 11.579 24.118 -10.945 -2.0 2.3 -1.0 -0.8262
O 12.230 24.155 -9.958 3.2 -1.5 3.2 0.0550
N 11.535 23.365 -11.995 1.6 -4.2 -2.6 0.1955
N 10.668 25.059 -11.133 -2.2 2.3 0.1 0.1498
H 10.835 23.474 -12.715 0.3 -0.1 0.2 0.1253
H 12.143 22.563 -12.076 -0.1 -0.2 -0.1 0.0725
H 10.070 24.880 -11.927 -0.6 1.3 0.7 0.1063
H 10.630 25.784 -10.431 -0.6 0.0 -0.6 0.1198
C 14.808 21.904 -12.414 0.4 2.2 -0.3 -0.8585
O 13.768 21.728 -12.912 -5.8 -1.3 -2.5 0.0608
N 15.432 23.014 -12.438 2.5 5.6 -1.4 0.1952
N 15.422 21.119 -11.652 2.2 -6.2 3.9 0.1976
H 16.298 23.025 -11.918 -0.4 1.1 -0.3 0.1204
H 14.962 23.818 -12.829 0.7 0.0 -0.1 0.1359
H 14.775 20.460 -11.244 1.1 -0.9 0.2 0.1138
H 16.432 21.110 -11.674 -0.4 -0.7 0.7 0.1353
C 15.773 20.000 -5.002 1.7 -0.7 -0.3 -0.8218
O 15.091 19.034 -5.130 -3.4 -3.6 0.4 0.0227
N 16.756 20.056 -4.144 2.3 -0.6 3.3 0.1812
N 15.825 20.947 -5.851 -0.2 3.8 -2.4 0.2125
H 17.256 20.912 -3.953 0.0 -0.5 0.3 0.1219
H 16.925 19.196 -3.642 0.2 0.6 0.3 0.1261
H 16.604 21.565 -5.676 -0.7 0.5 -1.1 0.1255
H 15.192 20.887 -6.636 0.0 0.6 -0.3 0.0725
C 13.203 16.468 -7.027 -0.9 -2.6 -5.0 -0.8353
O 13.379 15.719 -7.986 -0.3 -0.8 -1.0 -0.0056
N 13.984 16.574 -6.067 4.0 0.4 5.0 0.2026
N 12.209 17.290 -6.918 -6.2 3.5 -0.5 0.1714
H 13.736 17.432 -5.595 1.8 -0.4 1.3 0.0891
H 14.829 16.022 -6.063 0.1 0.8 0.3 0.1450
H 11.281 17.133 -7.285 0.7 -0.6 -0.8 0.1071
H 12.106 18.130 -6.367 1.0 -0.1 0.4 0.0806
C 7.827 22.160 -10.773 2.5 2.3 -3.8 -0.8470
O 7.645 22.604 -11.875 -0.4 0.8 -2.5 0.0533
N 8.955 22.209 -10.134 4.3 1.1 1.6 0.1868
N 7.006 21.541 -10.068 -7.1 -5.0 4.6 0.1814
H 9.693 22.782 -10.517 -0.1 -0.1 0.4 0.0786
H 8.858 22.030 -9.145 1.2 0.2 -0.1 0.0676
H 6.333 20.894 -10.453 -0.2 0.7 -0.4 0.1358
H 7.334 21.200 -9.176 -0.2 -0.1 0.0 0.0776
C 11.883 19.504 -15.331 -1.0 3.6 -0.2 -0.8536
O 11.248 19.240 -16.277 -2.5 -1.4 -4.3 0.0850
N 12.435 18.725 -14.516 4.2 -7.1 5.1 0.1564
N 12.044 20.711 -14.819 -0.2 4.3 0.2 0.1599
H 12.439 17.715 -14.533 -0.3 0.3 -0.7 0.1246
H 13.018 19.067 -13.765 -0.3 0.0 -0.3 0.0978
H 12.636 20.834 -14.011 -0.2 0.6 -0.4 0.0381
H 11.726 21.530 -15.319 0.1 -0.3 0.1 0.1156
C 8.269 20.233 -3.757 -0.1 1.0 0.5 -0.7644
O 8.273 21.432 -3.824 0.3 2.5 0.5 0.0515
N 8.053 19.468 -4.776 -0.9 -2.0 -3.7 0.1802
N 8.449 19.530 -2.682 0.6 -1.8 4.1 0.1898
H 7.926 19.947 -5.656 0.2 -0.4 -0.3 0.0951
H 8.168 18.472 -4.655 0.0 0.3 -0.7 0.1145
H 8.158 18.563 -2.686 0.2 0.3 0.4 0.1156
H 8.647 19.953 -1.787 -0.1 0.0 -0.3 0.1322
C 12.116 19.210 -10.854 -0.4 2.5 2.5 -0.7727
O 11.610 20.334 -10.799 -0.2 0.1 -0.9 -0.0009
N 12.979 18.767 -9.980 3.0 0.4 2.4 0.1946
N 11.747 18.225 -11.575 -2.7 -2.4 -4.2 0.1774
H 13.563 17.972 -10.197 -0.1 0.1 0.6 0.1037
H 13.113 19.350 -9.167 1.0 -0.3 -0.1 0.0522
H 10.947 18.449 -12.149 0.4 -0.8 -0.7 0.1292
H 12.271 17.363 -11.530 -0.9 0.0 -0.4 0.1311
C 16.873 18.098 -9.310 4.0 -3.6 -3.2 -0.8080
O 18.040 18.263 -9.723 -0.8 0.2 0.3 -0.0136
N 16.192 18.949 -8.714 -2.0 5.8 3.2 0.1988
N 16.202 16.986 -9.547 -0.5 -3.3 -1.4 0.1689
H 16.757 19.786 -8.701 -1.0 0.6 0.9 0.1300
H 15.244 18.840 -8.383 0.3 0.6 0.1 0.0856
H 15.338 16.715 -9.099 0.1 -0.1 0.0 0.0736
H 16.725 16.322 -10.100 -0.4 -0.2 0.3 0.1156
C 12.555 22.721 -2.944 -1.0 -1.6 -1.1 -0.7777
O 13.533 22.420 -2.347 3.5 0.0 3.5 0.0440
N 12.566 23.270 -4.117 -0.4 2.4 -4.4 0.1765
N 11.365 22.208 -2.657 -1.2 -0.9 1.8 0.1867
H 13.309 23.846 -4.486 0.5 -0.1 0.2 0.0557
H 12.110 22.681 -4.799 -0.4 0.7 -0.2 0.0581
H 10.556 22.314 -3.254 0.0 -0.1 0.4 0.0841
H 11.489 21.580 -1.876 -1.1 -0.3 -0.1 0.1059
C 8.713 19.166 -8.322 -1.4 -0.2 -1.5 -0.7695
O 8.639 20.289 -7.915 0.3 3.2 2.1 0.0282
N 8.091 18.163 -7.770 -0.8 -2.5 2.7 0.1916
N 9.085 18.883 -9.537 1.9 0.0 -3.8 0.2035
H 8.149 17.278 -8.254 -0.4 -0.1 0.9 0.1224
H 7.828 18.319 -6.808 -0.1 -0.9 -0.3 0.0847
H 9.254 17.963 -9.918 -0.1 0.3 0.2 0.1177
H 9.077 19.666 -10.175 0.7 0.0 -0.1 0.1018
```
Positions in Å, forces in eV/Å.

Summary:
Spin multiplicity: 1
Lowest unoccupied orbital energy, eV: -0.38
Gap between HOMO and LUMO, eV: 8.28
ΔE to the lowest compared entry with this formula, charge and spin, kcal/mol: 260.7
Strongest force on any atom, eV/A: 9.8
Total energy, Eh: -3379.14610
E_HOMO, eV: -8.669